Density functional theory data (the ωB97M-V functional and the def2-TZVPD basis) for C29H37CsN10O3S as an isolated structure.

Computed properties:
* HOMO-LUMO gap: 6.8 eV
* total energy: -2318.89250 a.u.
* max |F|: 0.37 eV/A
* LUMO level: 0.02 eV

Geometry as ORCA input:
```
! RIJCOSX wB97M-V def2-TZVPD def2/J DEFGRID3
* xyz 0 1
Cs -0.34 -0.57 -0.81
O -0.26 -0.81 -5.63
C 0.18 -0.66 -4.47
N -0.18 0.26 -3.59
C -1.18 1.12 -4.16
C -1.86 2.07 -3.21
C -2.59 3.14 -3.74
C -3.29 3.98 -2.91
C -3.26 3.74 -1.54
C -2.49 2.69 -1.09
N -1.81 1.87 -1.89
C 1.26 -1.65 -4.05
C 1.64 -2.60 -4.99
C 2.62 -3.52 -4.67
C 3.19 -3.47 -3.40
C 2.73 -2.50 -2.52
N 1.79 -1.61 -2.82
H -1.99 0.54 -4.64
H -0.78 1.71 -4.99
H -2.60 3.29 -4.82
H -3.87 4.81 -3.31
H -3.80 4.37 -0.84
H -2.42 2.48 -0.02
H 1.15 -2.57 -5.95
H 2.94 -4.26 -5.38
H 3.96 -4.16 -3.09
H 3.14 -2.44 -1.51
C -2.57 -3.77 4.05
O -2.62 -2.88 2.94
C -1.59 -2.03 2.70
O -1.61 -1.33 1.72
N -0.58 -2.02 3.60
N 0.52 -1.15 3.44
H -3.45 -4.39 3.97
H -2.61 -3.22 5.00
H -1.68 -4.40 4.02
H -0.66 -2.45 4.50
H 1.09 -1.50 2.67
H 0.17 -0.24 3.14
S -1.99 5.90 2.70
C -1.33 4.29 2.30
C -1.99 3.16 2.77
C -1.42 1.92 2.52
N -0.28 1.74 1.86
C 0.33 2.84 1.40
C -0.14 4.12 1.61
C -2.68 6.40 1.13
C -4.06 6.58 1.05
C -4.61 7.01 -0.15
N -3.89 7.27 -1.24
C -2.57 7.10 -1.14
C -1.92 6.68 0.01
H -2.92 3.25 3.31
H -1.92 1.01 2.86
H 1.25 2.68 0.86
H 0.43 4.97 1.25
H -4.70 6.36 1.90
H -5.68 7.15 -0.23
H -1.99 7.30 -2.04
H -0.85 6.59 0.01
C 2.19 -5.41 1.92
N 2.10 -4.31 0.98
C 0.76 -4.07 0.48
C 2.88 -3.19 1.19
N 2.35 -2.02 1.15
N 4.22 -3.46 1.43
C 5.06 -2.37 1.86
C 4.91 -4.47 0.64
H 1.52 -5.25 2.78
H 3.20 -5.52 2.30
H 1.90 -6.34 1.43
H 0.32 -5.01 0.16
H 0.82 -3.40 -0.37
H 0.11 -3.61 1.24
H 3.08 -1.30 1.14
H 5.33 -1.69 1.04
H 5.99 -2.78 2.26
H 4.58 -1.80 2.65
H 4.20 -5.11 0.14
H 5.56 -5.08 1.28
H 5.54 -3.99 -0.12
*
```

Löwdin charges, unit e, in atom order: number 1, Cs, carries 1.029; number 2, O, carries -0.053; number 3, C, carries -0.574; number 4, N, carries -0.101; number 5, C, carries -0.231; number 6, C, carries -0.262; number 7, C, carries -0.024; number 8, C, carries -0.068; number 9, C, carries -0.076; number 10, C, carries -0.147; number 11, N, carries 0.017; number 12, C, carries -0.200; number 13, C, carries -0.005; number 14, C, carries -0.067; number 15, C, carries -0.080; number 16, C, carries -0.170; number 17, N, carries 0.030; number 18, H, carries 0.128; number 19, H, carries 0.124; number 20, H, carries 0.115; number 21, H, carries 0.105; number 22, H, carries 0.085; number 23, H, carries 0.088; number 24, H, carries 0.110; number 25, H, carries 0.103; number 26, H, carries 0.093; number 27, H, carries 0.083; number 28, C, carries -0.061; number 29, O, carries -0.011; number 30, C, carries -0.602; number 31, O, carries -0.095; number 32, N, carries 0.005; number 33, N, carries 0.065; number 34, H, carries 0.097; number 35, H, carries 0.096; number 36, H, carries 0.093; number 37, H, carries 0.116; number 38, H, carries 0.029; number 39, H, carries 0.044; number 40, S, carries 0.997; number 41, C, carries -0.512; number 42, C, carries -0.076; number 43, C, carries -0.143; number 44, N, carries 0.048; number 45, C, carries -0.131; number 46, C, carries -0.069; number 47, C, carries -0.519; number 48, C, carries -0.094; number 49, C, carries -0.149; number 50, N, carries 0.068; number 51, C, carries -0.148; number 52, C, carries -0.076; number 53, H, carries 0.108; number 54, H, carries 0.103; number 55, H, carries 0.116; number 56, H, carries 0.105; number 57, H, carries 0.102; number 58, H, carries 0.108; number 59, H, carries 0.112; number 60, H, carries 0.102; number 61, C, carries -0.054; number 62, N, carries -0.170; number 63, C, carries -0.065; number 64, C, carries -0.469; number 65, N, carries 0.128; number 66, N, carries -0.170; number 67, C, carries -0.071; number 68, C, carries -0.062; number 69, H, carries 0.089; number 70, H, carries 0.077; number 71, H, carries 0.091; number 72, H, carries 0.095; number 73, H, carries 0.038; number 74, H, carries 0.073; number 75, H, carries 0.049; number 76, H, carries 0.094; number 77, H, carries 0.090; number 78, H, carries 0.092; number 79, H, carries 0.084; number 80, H, carries 0.088; number 81, H, carries 0.090